ORCA calculation (ωB97M-V with the def2-TZVPD basis set) on a cluster of 16 separate species, C47H114N2O32 in total.

XYZ file:
```
195
Properties=species:S:1:pos:R:3
C 7.89 -11.46 -6.08
C 6.86 -10.61 -6.76
O 7.35 -10.26 -8.00
C 6.62 -9.41 -8.73
O 5.55 -8.87 -8.43
O 7.34 -9.17 -9.80
C 6.87 -8.31 -10.77
H 8.83 -10.93 -5.93
H 8.11 -12.38 -6.62
H 7.60 -11.67 -5.05
H 6.71 -9.74 -6.13
H 5.97 -11.24 -6.74
H 7.42 -8.53 -11.68
H 7.04 -7.27 -10.51
H 5.79 -8.34 -10.96
C 12.75 -14.16 -1.71
C 12.79 -14.17 -3.27
O 14.14 -13.85 -3.72
C 15.02 -14.80 -3.87
O 14.84 -15.98 -3.56
O 16.02 -14.22 -4.40
C 17.06 -15.05 -4.87
H 13.47 -13.43 -1.35
H 13.14 -15.11 -1.34
H 11.73 -13.98 -1.37
H 12.13 -13.41 -3.69
H 12.46 -15.12 -3.70
H 16.81 -15.30 -5.90
H 17.14 -15.93 -4.24
H 17.99 -14.48 -4.76
C 3.21 -13.43 -3.25
C 4.42 -14.36 -3.04
O 4.81 -14.53 -1.66
C 5.93 -15.08 -1.27
O 6.71 -15.62 -2.02
O 6.14 -14.92 0.08
C 7.17 -15.59 0.73
H 3.01 -13.34 -4.32
H 3.29 -12.43 -2.84
H 2.28 -13.71 -2.75
H 5.27 -13.90 -3.55
H 4.28 -15.32 -3.52
H 7.94 -16.12 0.16
H 6.73 -16.28 1.44
H 7.77 -14.89 1.31
C 10.21 -8.59 -16.91
C 9.30 -7.49 -17.47
O 8.50 -7.77 -18.60
C 9.07 -7.91 -19.78
O 10.31 -7.73 -20.09
O 8.09 -8.08 -20.66
C 8.36 -8.00 -22.03
H 10.77 -8.04 -16.16
H 10.87 -9.06 -17.65
H 9.66 -9.40 -16.44
H 9.93 -6.61 -17.63
H 8.71 -7.02 -16.68
H 8.84 -7.09 -22.39
H 7.38 -7.99 -22.49
H 8.96 -8.87 -22.30
C 16.55 -10.38 1.99
C 16.40 -9.41 0.80
O 15.21 -9.80 0.29
C 14.56 -8.94 -0.55
O 14.80 -7.79 -0.81
O 13.55 -9.59 -1.11
C 12.44 -8.90 -1.75
H 16.58 -11.44 1.72
H 15.76 -10.17 2.71
H 17.53 -10.30 2.46
H 17.16 -9.43 0.03
H 16.25 -8.40 1.18
H 12.00 -8.13 -1.12
H 11.67 -9.60 -2.06
H 12.70 -8.39 -2.68
C 12.87 -14.67 -9.27
C 13.01 -13.40 -8.44
O 12.42 -12.37 -9.15
C 12.29 -11.11 -8.69
O 12.53 -10.66 -7.53
O 11.74 -10.28 -9.70
C 11.76 -8.89 -9.48
H 13.22 -14.55 -10.30
H 11.82 -14.95 -9.30
H 13.43 -15.46 -8.78
H 14.05 -13.10 -8.34
H 12.55 -13.55 -7.47
H 11.53 -8.44 -10.44
H 12.70 -8.46 -9.13
H 10.97 -8.59 -8.79
C 7.53 -17.69 -5.92
C 7.99 -18.71 -7.00
O 8.62 -19.84 -6.41
C 7.94 -20.88 -5.79
O 8.48 -21.85 -5.20
O 6.60 -20.71 -5.93
C 5.65 -21.63 -5.35
H 7.04 -18.25 -5.12
H 6.85 -16.93 -6.31
H 8.37 -17.15 -5.48
H 8.74 -18.31 -7.69
H 7.13 -19.02 -7.61
H 6.06 -22.00 -4.41
H 5.39 -22.54 -5.90
H 4.75 -21.08 -5.09
C -0.81 -4.41 -8.93
O -0.09 -3.36 -9.61
C 1.20 -3.77 -10.21
C 2.17 -4.51 -9.27
N 2.74 -3.53 -8.37
C 3.75 -4.07 -7.44
C 4.30 -2.93 -6.65
O 3.24 -2.29 -5.91
C 3.70 -1.26 -5.07
H -0.25 -4.71 -8.05
H -1.03 -5.32 -9.48
H -1.77 -4.01 -8.60
H 1.59 -2.87 -10.69
H 1.01 -4.46 -11.02
H 2.86 -5.05 -9.91
H 1.68 -5.31 -8.71
H 1.96 -3.25 -7.79
H 4.59 -4.53 -7.96
H 3.25 -4.79 -6.79
H 4.88 -2.21 -7.22
H 5.01 -3.28 -5.90
H 4.44 -0.57 -5.48
H 4.08 -1.71 -4.16
H 2.86 -0.68 -4.69
C -0.80 -10.77 -16.99
O -0.35 -11.38 -15.77
C 0.58 -12.46 -15.96
C 0.53 -13.35 -14.75
N 1.23 -12.69 -13.68
C 1.07 -13.43 -12.40
C 1.34 -12.39 -11.33
O 0.28 -11.49 -11.33
C 0.49 -10.38 -10.40
H 0.12 -10.44 -17.46
H -1.41 -9.92 -16.68
H -1.42 -11.42 -17.61
H 1.56 -12.03 -16.19
H 0.43 -13.14 -16.79
H 0.93 -14.32 -15.04
H -0.54 -13.53 -14.65
H 0.87 -11.77 -13.51
H 1.86 -14.17 -12.33
H 0.11 -13.93 -12.31
H 2.30 -11.88 -11.44
H 1.35 -12.86 -10.34
H 0.81 -10.75 -9.42
H -0.39 -9.75 -10.26
H 1.23 -9.73 -10.85
C 9.58 -2.11 -9.60
O 8.91 -3.13 -10.26
H 10.40 -2.45 -8.97
H 9.92 -1.43 -10.39
H 8.84 -1.55 -9.02
H 8.07 -2.77 -10.57
C 8.44 -13.74 -10.44
O 7.18 -14.33 -10.52
H 8.90 -13.83 -9.46
H 9.13 -14.19 -11.16
H 8.38 -12.69 -10.71
H 6.68 -14.10 -11.30
C 9.21 -5.91 -5.47
O 8.72 -6.02 -4.19
H 9.04 -6.83 -6.02
H 8.72 -5.13 -6.06
H 10.24 -5.56 -5.49
H 8.70 -5.14 -3.82
C 5.63 -8.74 -2.04
O 7.01 -8.92 -2.30
H 5.22 -7.98 -2.70
H 5.19 -9.73 -2.13
H 5.53 -8.35 -1.02
H 7.35 -8.16 -2.78
C 1.56 -8.37 -14.08
O 2.40 -7.24 -14.06
H 2.06 -9.19 -14.60
H 1.37 -8.69 -13.05
H 0.60 -8.07 -14.51
H 2.24 -6.71 -14.85
C 5.13 -3.16 -13.06
O 5.28 -2.53 -11.80
H 5.44 -4.20 -13.03
H 4.07 -3.20 -13.32
H 5.68 -2.63 -13.83
H 4.63 -2.93 -11.22
C 5.89 -12.28 -15.04
O 5.32 -13.24 -14.13
H 6.97 -12.40 -15.15
H 5.44 -12.32 -16.03
H 5.68 -11.29 -14.64
H 4.39 -13.01 -14.13
```

Summary:
Molecular weight = 1219.411 g/mol
LUMO energy = -0.01 eV
Total energy = -119077.90495 eV
Max |F| = 0.107 hartree/bohr
Net charge = 0
Multiplicity = 1

Atomic partial charges in e from the Mulliken method, atoms 1 to 8: atom 1 (C): -1.35, atom 2 (C): -0.10, atom 3 (O): -0.07, atom 4 (C): 0.60, atom 5 (O): -0.63, atom 6 (O): -0.18, atom 7 (C): -0.79, atom 8 (H): 0.33